# 1
The following is a DFT calculation (ωB97M-V/def2-TZVPD) of a 2-piece molecular cluster, C8H23BFNO2PS overall at a distorted geometry.

Results
Net charge: +1
Energy, Ha: -1387.9272
Frontier orbital gap, eV: 8.442
E_HOMO, eV: -12.0
2S+1: 1

XYZ file:
```
38
Properties=species:S:1:pos:R:3:lowdin_charge:R:1
C 4.575 1.077 -0.288 -0.051
H -3.490 -1.938 -1.523 0.099
P -1.287 -0.620 -0.691 1.121
H -3.217 0.207 0.372 0.068
H 0.151 1.331 -2.169 0.119
H -1.619 -0.447 -2.037 0.071
B 0.004 -2.122 -0.493 -0.641
H -0.987 1.344 0.654 0.112
H -5.085 -0.149 -1.562 0.080
C -2.835 -0.806 0.213 -0.335
N 0.675 -2.350 0.756 0.165
H -5.241 0.835 0.844 -0.152
H 4.835 1.634 2.413 0.089
C 3.519 1.075 0.803 -0.498
H 0.675 2.530 -0.965 0.122
H -2.635 -1.199 1.211 0.106
H -5.914 -1.636 -1.194 0.074
H 2.567 1.413 0.382 0.106
H 1.473 -1.740 0.951 0.065
H 4.284 0.428 -1.114 0.078
H -4.085 -2.576 0.005 0.115
C -0.385 0.843 -0.105 -0.267
H 4.049 3.006 1.622 0.088
H 4.048 -0.624 1.640 0.100
C -0.121 1.836 -1.237 -0.242
H 5.524 0.707 0.106 0.089
H 1.089 -2.955 -1.937 0.135
O 0.179 -2.838 -1.624 0.144
C -5.199 -0.916 -0.796 -0.572
H 0.571 0.496 0.291 0.069
H 0.056 -2.254 1.557 0.086
H 4.738 2.082 -0.676 0.087
F -1.293 2.537 -1.484 -0.042
O 3.243 -0.261 1.254 -0.070
S -6.015 -0.243 0.671 0.746
C -3.883 -1.656 -0.540 -0.300
H 3.134 1.972 2.731 0.083
C 3.904 1.980 1.959 -0.048
```

# 2
The following is a DFT calculation (ωB97M-V/def2-TZVPD) of C8H23BrLiO7 as an isolated structure at a distorted geometry.

Results
Net charge: -1
Energy, Ha: -3426.9198
Frontier orbital gap, eV: 6.677
E_HOMO, eV: -4.4
Energy relative to the best compared isomer or geometry (same formula, charge and spin), kJ/mol: 54.3
2S+1: 1

XYZ file:
```
40
Properties=species:S:1:pos:R:3:lowdin_charge:R:1
C 3.019 -2.427 -2.658 -0.238
H 3.565 -2.189 -3.571 0.111
O 0.830 -2.661 -1.667 -0.059
H 0.165 -0.198 3.583 0.105
H 0.414 0.551 -1.790 0.071
C 1.576 -2.537 -2.875 -0.274
H -1.200 1.223 5.476 0.111
H -2.190 1.022 -2.351 0.122
H 0.123 2.371 -0.132 0.054
O 0.801 1.464 5.654 -0.079
H -4.057 1.728 -0.904 0.120
H -1.137 0.726 2.970 0.073
H -3.697 0.139 -2.558 0.125
H 1.239 -1.665 -3.436 0.110
H 1.794 2.296 0.216 0.066
C -0.361 1.559 4.867 -0.236
O 0.768 -0.286 0.052 -0.405
H 3.234 -1.663 -1.911 0.114
H -2.741 1.870 0.940 0.101
H 0.755 -1.815 -1.219 0.018
H 0.649 1.092 1.777 0.018
C -2.873 0.323 -1.868 -0.233
C -3.384 0.927 -0.598 -0.242
O 0.785 1.483 2.643 -0.092
H 1.290 -3.378 -3.506 0.118
Br -1.945 -2.312 1.890 -0.528
O 3.580 -3.705 -2.238 -0.078
C 1.073 2.061 -0.567 -0.122
H 4.538 -3.632 -2.231 0.065
O -2.154 -0.868 -1.572 -0.115
C -0.176 0.832 3.474 -0.235
H -0.597 2.606 4.675 0.099
H 1.279 2.644 -1.464 0.063
H -3.976 0.239 0.006 0.125
H 2.084 0.361 -1.447 0.082
Li -1.184 -0.435 0.181 0.460
H 1.557 1.795 5.162 0.078
H -2.266 -1.514 -2.274 0.106
C 1.134 0.609 -0.974 -0.480
O -2.314 1.366 0.244 -0.101
```

# 3
The following is a DFT calculation (ωB97M-V/def2-TZVPD) of C8H23IrN2O9P2 as an isolated structure at a distorted geometry.

Results
Net charge: +2
Energy, Ha: -1891.8359
Frontier orbital gap (spin up / spin down), eV: 8.856 / 7.771
E_HOMO (spin up / spin down), eV: -14.4 / -17.0
Energy relative to the best compared isomer or geometry (same formula, charge and spin), kJ/mol: 0.0
2S+1: 5

XYZ file:
```
45
Properties=species:S:1:pos:R:3:lowdin_charge:R:1
H -1.978 1.920 -3.453 0.148
H 1.793 -1.847 -3.012 0.138
H 1.518 2.338 0.552 0.136
H 1.455 -0.726 2.985 0.138
H -1.636 1.109 2.030 0.108
O 1.461 0.006 -2.202 -0.313
C 1.170 1.882 1.486 -0.147
H 2.197 0.839 -3.930 0.102
O -4.187 -1.045 1.258 -0.041
O -3.573 1.440 1.079 -0.226
N 1.012 0.414 1.222 -0.195
H 1.988 1.927 2.267 0.153
C -0.157 2.564 1.900 -0.073
H 0.820 -0.351 -4.149 0.130
H -0.097 -3.092 -1.542 0.112
C 0.655 -3.263 -0.718 -0.048
H -0.646 0.133 4.224 0.162
H 0.504 1.284 -3.522 0.098
P -3.224 0.075 0.642 0.303
O -2.590 1.178 -3.170 -0.043
H -1.593 2.190 3.358 0.192
C 2.304 -1.163 -2.341 -0.164
O -3.438 0.047 -1.051 -0.193
H 3.022 -2.850 -1.255 0.158
H 3.242 -0.842 -2.805 0.157
H -4.879 -0.568 1.688 0.084
O -1.805 -0.425 0.890 -0.418
H 1.429 -3.993 -0.997 0.110
C 2.517 -1.879 -1.047 -0.168
Ir -0.125 -0.228 -0.460 1.698
O -1.260 -0.847 -2.212 -0.319
H 0.672 1.310 3.998 0.154
C 0.593 -0.295 2.512 -0.127
C -0.083 0.697 3.447 -0.090
O 1.284 -2.037 -0.333 -0.328
H 3.198 -1.331 -0.393 0.133
C 1.273 0.479 -3.533 -0.058
H 0.116 3.500 2.474 0.166
O -1.215 1.272 -0.982 -0.423
P -2.132 0.376 -1.898 0.276
N -1.022 1.623 2.732 0.079
H 1.955 0.105 0.965 0.115
H -0.009 -1.106 2.141 0.091
H 0.161 -3.681 0.170 0.110
H -0.695 2.860 0.985 0.126
```

# 4
The following is a DFT calculation (ωB97M-V/def2-TZVPD) of a 2-piece molecular cluster, C8H23N3 overall at a distorted geometry.

Results
Net charge: +2
Energy, Ha: -482.0859
Frontier orbital gap, eV: 8.861
E_HOMO, eV: -18.2
Energy relative to the best compared isomer or geometry (same formula, charge and spin), kJ/mol: 382.1
2S+1: 1

XYZ file:
```
34
Properties=species:S:1:pos:R:3:lowdin_charge:R:1
H 0.524 -0.190 -2.066 0.118
C -0.210 -1.837 1.525 -0.040
H -1.040 -1.579 -2.592 0.067
H -2.578 0.168 -0.656 0.143
H -1.286 2.296 -1.554 0.103
H -1.492 1.079 -2.731 0.057
H -0.314 1.220 0.914 0.073
H -0.514 -2.809 0.969 0.160
H 1.158 -2.168 -0.641 0.136
H -0.149 2.177 -3.031 0.150
N -0.593 0.190 -0.428 0.034
H -1.865 -2.617 -1.519 0.097
H 1.641 2.469 2.750 0.128
C 1.092 2.510 1.788 -0.022
C 0.231 0.677 -1.511 -0.199
H -2.078 -1.175 0.208 0.153
N 0.259 1.344 1.707 -0.001
C -1.782 -0.527 -0.738 -0.217
H 0.574 3.488 1.805 0.130
H -0.427 1.336 2.547 0.235
C 1.167 0.101 1.694 -0.053
H 1.847 2.425 0.936 0.132
H 0.402 -2.279 2.276 0.109
C 1.780 -1.683 0.165 0.018
N 0.661 -0.951 0.781 -0.210
H -2.628 -1.571 -2.509 0.079
H 2.103 0.496 1.351 0.130
H 2.265 -2.354 0.881 0.131
C -1.800 -1.573 -1.860 -0.039
H 1.153 -0.134 2.740 0.154
C -0.756 1.612 -2.227 -0.015
H 2.568 -1.119 -0.176 0.077
H 0.976 1.310 -1.149 0.097
H -1.083 -1.289 1.788 0.085
```

Number 2 is which compound? C8H23BrLiO7